A cluster of 2 separate species, C18H39Cl4O3PSi in total in a non-equilibrium geometry. Source: the OMol25 dataset; level of theory: ωB97M-V with the def2-TZVPD basis set.

The geometry in XYZ format:
```
66
Properties=species:S:1:pos:R:3:mulliken_charge:R:1
C 6.358 -1.445 2.108 -0.87
C 6.236 0.078 1.977 -0.57
C 5.831 0.572 0.585 -0.94
C 4.323 0.873 0.458 -0.39
C 3.531 -0.314 -0.104 -0.03
C 3.554 -0.488 -1.628 -1.03
C 3.474 0.780 -2.484 -0.92
C 2.073 1.407 -2.613 -0.59
C 1.822 2.633 -1.720 -0.97
C 1.076 2.308 -0.398 0.31
Si -0.777 2.425 -0.599 0.42
C -1.724 1.741 0.869 -1.10
C -3.252 1.782 0.694 -0.73
C -3.751 0.870 -0.438 -0.39
P -5.097 -0.170 0.116 0.79
O -4.721 -0.990 1.279 -0.79
O -6.273 0.862 0.428 -0.29
C -7.627 0.365 0.303 -0.13
C -8.550 1.279 1.076 -1.31
O -5.616 -1.004 -1.138 -0.33
C -5.224 -2.393 -1.208 -0.35
C -3.798 -2.579 -1.720 -1.01
H 7.275 -1.828 1.666 0.30
H 5.505 -1.966 1.681 0.10
H 6.381 -1.696 3.170 0.34
H 7.195 0.504 2.274 0.31
H 5.510 0.404 2.721 0.35
H 6.111 -0.157 -0.178 0.35
H 6.398 1.476 0.359 0.44
H 4.136 1.789 -0.095 0.14
H 3.949 1.051 1.468 0.45
H 2.512 -0.282 0.282 0.57
H 3.979 -1.213 0.323 -0.28
H 4.427 -1.061 -1.940 0.34
H 2.686 -1.094 -1.898 0.40
H 4.192 1.535 -2.166 0.44
H 3.788 0.486 -3.487 0.42
H 1.303 0.659 -2.418 0.33
H 1.959 1.732 -3.646 0.38
H 1.198 3.327 -2.292 0.45
H 2.742 3.177 -1.513 0.42
H 1.450 2.952 0.397 0.49
H 1.299 1.275 -0.128 -0.71
H -1.244 3.804 -0.880 -0.20
H -1.140 1.600 -1.784 -0.14
H -1.427 0.710 1.075 0.44
H -1.481 2.302 1.775 0.49
H -3.570 2.802 0.481 0.30
H -3.709 1.502 1.641 0.51
H -2.990 0.184 -0.806 0.22
H -4.087 1.455 -1.295 0.36
H -7.699 -0.645 0.701 0.31
H -7.895 0.365 -0.751 0.28
H -8.161 1.449 2.078 0.32
H -8.670 2.245 0.592 0.30
H -9.519 0.793 1.169 0.39
H -5.374 -2.865 -0.243 0.34
H -5.921 -2.847 -1.908 0.40
H -3.769 -3.370 -2.464 0.35
H -3.472 -1.664 -2.212 0.24
H -3.114 -2.807 -0.907 0.30
C 3.474 -4.935 2.665 0.34
Cl 2.105 -5.519 3.612 -0.10
Cl 4.053 -6.226 1.609 -0.11
Cl 2.969 -3.559 1.679 -0.05
Cl 4.779 -4.439 3.749 -0.10
```

## Properties
SMILES   CCCCCCCCCC[SiH2]CCCP(=O)(OCC)OCC.ClC(Cl)(Cl)Cl
Frontier orbital gap   10.4118 eV
Maximum force   1.0 eV/A
Charge   0
Highest occupied orbital energy   -0.3709 Eh
2S+1   1